A structure of composition C33H47N7SSeSiTl. Source: OMol25; level of theory: the ωB97M-V functional and the def2-TZVPD basis.

Geometry as XYZ:
```
91
Properties=species:S:1:pos:R:3:forces:R:3
Tl -0.15789 -0.23279 -0.38535 -0.463 -0.625 0.343
C 0.46708 1.55420 2.91068 -0.125 -0.026 -0.130
C 0.72658 2.82008 2.07611 -0.091 -0.077 -0.057
N 0.87265 2.55527 0.65028 0.111 -0.062 0.074
C 0.39606 3.59473 -0.24827 -0.087 -0.150 0.113
C -1.11712 3.79186 -0.13754 -0.051 -0.036 0.064
S -2.10123 2.26876 -0.00842 0.243 0.363 -0.098
C -2.41612 2.16149 1.78563 -0.173 -0.098 -0.074
C -1.90718 0.93139 2.53195 0.123 0.025 -0.036
N -0.49649 0.61160 2.32615 0.133 -0.032 -0.206
H 0.12774 1.87678 3.90310 0.089 0.017 0.075
H 1.40518 1.01662 3.05594 0.041 -0.044 -0.062
H 1.61013 3.31745 2.49008 -0.017 0.030 0.084
H -0.09891 3.51294 2.21975 0.024 0.041 -0.027
H 1.83463 2.33493 0.43563 0.020 0.016 -0.036
H 0.64542 3.27737 -1.26265 0.004 0.008 -0.018
H 0.87524 4.56793 -0.07706 0.009 0.043 -0.033
H -1.48625 4.30328 -1.02565 0.044 0.065 0.009
H -1.37496 4.41973 0.71534 -0.033 0.036 -0.041
H -3.50126 2.16177 1.88760 -0.005 0.043 0.058
H -2.05470 3.08339 2.23440 -0.028 0.003 0.004
H -2.48442 0.06595 2.20650 0.029 0.038 0.007
H -2.12338 1.09764 3.59590 -0.023 0.017 0.040
H -0.32542 -0.30403 2.72751 -0.014 0.052 0.025
C 2.04144 -0.17052 -0.33333 -0.818 0.307 0.042
Si 2.88969 -1.76264 -0.77270 0.337 -0.041 -0.060
C 1.63075 -3.11458 -1.09277 0.019 -0.167 0.050
N 0.37543 -2.95691 -0.35966 0.002 0.075 -0.047
C -0.64955 -3.91073 -0.85162 -0.031 -0.142 0.108
C -1.14800 -4.86293 0.23021 0.037 -0.007 0.013
C 0.04855 -5.48834 0.94647 -0.010 0.039 -0.037
C 0.90229 -4.40472 1.63500 -0.011 -0.010 -0.027
C 0.54618 -3.01933 1.09567 0.024 -0.040 -0.005
C 4.03998 -2.27042 0.61589 0.079 0.129 0.113
C 5.09692 -3.14445 0.34375 -0.037 -0.015 0.022
C 5.97396 -3.54464 1.34218 -0.022 -0.011 -0.008
C 5.81456 -3.07131 2.63711 -0.005 0.003 0.000
C 4.77542 -2.19984 2.93078 -0.036 -0.002 -0.030
C 3.90094 -1.80519 1.92679 0.058 -0.061 -0.026
C 3.89941 -1.49431 -2.32482 0.035 0.044 -0.045
C 4.88634 -0.50050 -2.29859 -0.007 -0.051 -0.028
C 5.64465 -0.20964 -3.42151 -0.006 -0.012 0.007
C 5.43448 -0.91629 -4.60001 -0.008 0.012 0.025
C 4.47211 -1.91258 -4.64428 0.009 -0.014 0.020
C 3.71062 -2.19623 -3.51620 0.024 0.029 0.030
H 2.18398 0.58985 -1.10078 0.255 0.068 0.085
H 2.27076 0.22411 0.65282 0.122 0.029 -0.020
H 2.11667 -4.08221 -0.88004 -0.079 -0.018 -0.083
H 1.38997 -3.11583 -2.15866 -0.017 0.033 0.010
H -0.20174 -4.51127 -1.64746 0.010 0.001 0.011
H -1.46596 -3.35164 -1.29155 -0.164 0.076 -0.084
H -1.76105 -5.63272 -0.24036 -0.025 0.010 0.000
H -1.79786 -4.33897 0.93682 0.022 -0.050 -0.026
H 0.65168 -6.01510 0.20108 0.001 -0.019 0.023
H -0.27725 -6.23666 1.66844 -0.002 -0.004 -0.002
H 1.96753 -4.59937 1.49310 0.000 0.006 0.006
H 0.73139 -4.40087 2.71392 0.016 -0.010 -0.002
H 1.32094 -2.30125 1.38208 -0.069 0.001 0.026
H -0.39268 -2.68118 1.54882 -0.002 0.007 0.003
H 5.24371 -3.51265 -0.66679 0.017 0.018 0.007
H 6.78616 -4.22124 1.10909 -0.005 0.006 -0.001
H 6.50230 -3.37661 3.41506 -0.006 -0.003 -0.004
H 4.64930 -1.82559 3.93903 0.005 -0.002 -0.007
H 3.09659 -1.12019 2.17806 0.029 0.014 0.013
H 5.07147 0.04796 -1.37934 0.003 0.004 -0.022
H 6.40447 0.56035 -3.37840 -0.008 -0.002 -0.004
H 6.02589 -0.69252 -5.47863 0.005 -0.009 0.009
H 4.31894 -2.47688 -5.55565 -0.013 0.008 0.006
H 2.96713 -2.98234 -3.57561 -0.001 0.010 -0.020
N 0.06064 -0.13912 -7.42085 -0.007 -0.015 -0.028
C -0.20584 0.26515 -6.17275 -0.167 0.172 0.018
N -1.08200 1.27201 -5.99883 0.000 -0.016 0.019
N 0.41601 -0.34136 -5.18861 0.256 -0.240 0.000
C 0.19651 0.00239 -3.95348 -0.087 0.043 -0.004
N 0.03786 0.26582 -2.83425 0.009 0.127 -0.142
H -0.33782 0.30529 -8.22681 0.012 -0.001 -0.001
H 0.74890 -0.86018 -7.54578 -0.001 0.005 0.009
H -1.62217 1.64089 -6.76066 0.009 -0.003 -0.004
H -1.35717 1.52190 -5.06372 -0.016 0.001 -0.006
Se -2.78838 -0.61083 -0.60379 0.290 0.182 -0.163
C -3.60029 -2.31625 -0.27138 0.181 -0.180 0.199
C -3.95330 -2.65625 1.03216 0.015 -0.072 -0.050
C -4.70235 -3.79933 1.27856 0.016 0.020 0.015
C -5.10366 -4.60845 0.22534 0.007 0.015 -0.006
C -4.75138 -4.27387 -1.07575 0.031 0.000 0.015
C -4.00268 -3.13300 -1.32511 -0.016 0.066 -0.009
H -3.64591 -2.01867 1.85148 -0.043 -0.003 0.018
H -4.97896 -4.05313 2.29389 0.003 0.004 -0.003
H -5.69932 -5.49143 0.41568 0.019 -0.009 0.003
H -5.06336 -4.90163 -1.90065 -0.010 0.014 0.003
H -3.73961 -2.86514 -2.34067 0.008 0.002 0.001
```
Forces are in eV/Å.

Properties
- spin multiplicity = 1
- HOMO (eV) = -10.271
- relative energy (zero: lowest compared OMol25 entry of this formula, charge and spin) (kcal per mole) = 4.3
- frontier orbital gap (eV) = 7.74
- total energy (Ha) = -4930.3921
- net charge = +1



A structure of composition C33H48BeN3P2S. Source: OMol25; level of theory: the ωB97M-V functional and the def2-TZVPD basis.

Geometry as XYZ:
```
88
Properties=species:S:1:pos:R:3:forces:R:3
Be -0.45064 -0.10304 0.56528 -0.031 0.002 -0.081
C -0.27421 2.66088 -2.65570 0.005 0.011 0.017
C -1.36102 1.67041 -2.24846 0.011 -0.005 -0.014
C -2.35223 2.28627 -1.26136 -0.004 0.006 0.005
P -0.69733 0.11877 -1.52729 -0.031 -0.009 0.024
C 0.60885 -0.54758 -2.62556 0.036 -0.002 0.024
C 1.21215 -1.78828 -1.96750 -0.003 -0.013 0.002
C 0.16964 -0.82457 -4.05998 0.009 0.005 -0.014
C -2.10504 -1.01848 -1.48052 0.008 0.005 -0.006
C -2.78363 -1.48046 -2.60438 -0.009 0.014 -0.012
C -3.77485 -2.44697 -2.51115 0.004 -0.003 -0.005
C -4.49629 -2.95585 -3.72913 0.002 -0.001 0.002
C -4.04060 -2.96032 -1.24503 -0.002 -0.002 0.007
C -3.40617 -2.49096 -0.10638 0.006 0.008 -0.007
C -2.46052 -1.46727 -0.19228 0.025 0.001 0.037
N -1.76883 -0.88870 0.89030 -0.031 -0.014 0.000
C -2.16645 -0.96113 2.23923 0.003 0.014 -0.008
C -3.44863 -1.25250 2.70509 0.014 0.001 -0.003
C -3.70697 -1.31251 4.06654 -0.004 0.002 0.003
C -2.72354 -1.08810 5.02359 0.003 -0.003 0.002
C -3.02050 -1.17300 6.49602 -0.002 0.000 -0.002
C -1.46309 -0.73173 4.56111 0.004 -0.004 0.005
C -1.18797 -0.63209 3.20231 -0.005 -0.014 -0.015
P 0.36542 -0.02245 2.51170 0.034 -0.017 -0.002
C 1.66351 -1.21639 3.00785 0.006 -0.002 -0.008
C 3.06389 -0.72047 2.65628 0.005 0.001 0.000
C 1.36034 -2.56740 2.35849 0.002 0.000 0.002
C 0.75794 1.62717 3.20152 -0.005 -0.003 0.006
C 0.97788 1.67040 4.71074 -0.001 0.004 0.004
C -0.32073 2.61202 2.75049 -0.007 0.000 0.000
H -0.73761 3.53075 -3.12496 0.005 -0.004 0.002
H 0.43264 2.22964 -3.36569 0.008 -0.002 -0.019
H 0.28963 2.99858 -1.78479 -0.001 -0.001 0.000
H -1.90788 1.34820 -3.14095 -0.007 0.005 -0.004
H -1.83391 2.63839 -0.36571 0.002 0.000 -0.002
H -3.12095 1.57443 -0.95655 0.003 -0.001 -0.002
H -2.84724 3.14498 -1.71677 -0.002 -0.004 0.001
H 1.36911 0.24205 -2.62204 -0.013 -0.015 0.006
H 0.45893 -2.56625 -1.81816 -0.006 0.004 0.001
H 1.66356 -1.54314 -1.00233 0.003 0.009 -0.003
H 1.99810 -2.19802 -2.60376 -0.012 -0.002 0.002
H -0.49047 -1.69045 -4.11032 0.001 0.005 0.003
H 1.05078 -1.04485 -4.66347 0.003 -0.004 -0.005
H -0.33639 0.02824 -4.51741 -0.002 -0.004 0.006
H -2.53713 -1.07987 -3.58089 -0.002 -0.001 0.008
H -4.36035 -2.28477 -4.57667 0.002 -0.001 0.001
H -5.56612 -3.05012 -3.54309 0.001 0.003 0.000
H -4.12721 -3.94071 -4.02214 -0.002 0.000 0.004
H -4.77383 -3.75211 -1.14002 0.002 0.002 0.001
H -3.63662 -2.94570 0.84416 -0.007 0.003 0.011
H -4.26062 -1.41143 2.01319 -0.006 -0.008 -0.009
H -4.71377 -1.54893 4.39168 0.003 0.001 -0.002
H -3.85798 -1.84164 6.69041 0.002 -0.001 -0.001
H -3.28040 -0.19321 6.90216 -0.001 -0.001 -0.002
H -2.15883 -1.54212 7.05224 0.001 0.002 -0.002
H -0.67986 -0.52879 5.28275 -0.001 0.001 -0.005
H 1.57156 -1.31809 4.09404 0.002 -0.003 0.006
H 3.16573 -0.55915 1.58115 -0.002 -0.002 0.004
H 3.80005 -1.46667 2.95920 -0.002 0.001 -0.001
H 3.31181 0.21557 3.15800 -0.003 -0.004 -0.001
H 1.46700 -2.50696 1.27224 -0.001 0.000 0.003
H 0.35085 -2.91306 2.58502 0.000 0.004 0.001
H 2.06494 -3.31800 2.71862 -0.002 0.002 0.001
H 1.69030 1.88071 2.68726 -0.001 0.007 0.003
H 0.03849 1.54578 5.24909 0.002 0.000 0.000
H 1.38506 2.64377 4.98936 0.000 -0.001 0.000
H 1.68002 0.90942 5.05502 -0.001 -0.001 0.001
H -1.30463 2.31863 3.12376 0.001 0.001 -0.001
H -0.36367 2.67831 1.66035 0.002 0.000 0.003
H -0.10288 3.60894 3.13745 0.002 -0.002 -0.001
N 3.37281 4.06536 -0.09710 -0.009 -0.011 0.010
C 3.25560 2.89810 -0.75834 0.068 -0.037 -0.086
S 2.30465 1.65154 -0.16005 -0.022 0.068 0.108
N 3.93375 2.82741 -1.92330 -0.079 0.000 -0.037
C 3.89708 1.72607 -2.83320 0.002 0.004 0.027
C 3.39641 1.92528 -4.11141 0.011 0.024 -0.005
C 3.40137 0.87849 -5.02325 -0.003 -0.007 0.004
C 3.88965 -0.36458 -4.64865 -0.006 0.001 -0.001
C 4.38116 -0.55796 -3.36377 0.011 0.009 0.002
C 4.39642 0.48830 -2.45510 -0.009 -0.015 0.002
H 2.92819 4.14176 0.79942 0.001 -0.002 0.001
H 4.03678 4.77190 -0.36640 -0.002 0.004 -0.001
H 4.35136 3.67571 -2.27567 0.014 -0.007 0.005
H 3.01189 2.89849 -4.39259 -0.004 -0.002 0.003
H 3.02346 1.03724 -6.02476 0.002 -0.001 0.005
H 3.89811 -1.18035 -5.35983 -0.001 0.002 0.000
H 4.77330 -1.52381 -3.07303 0.002 0.002 -0.001
H 4.78741 0.35301 -1.45622 0.010 0.001 -0.004
```
Forces are in eV/Å.

Properties
- spin multiplicity = 1
- HOMO (eV) = -9.687
- frontier orbital gap (eV) = 7.54
- total energy (Ha) = -2546.1461
- net charge = +1